[1]
One molecule with the formula C6H8N2S in a non-equilibrium geometry. Source: the OMol25 dataset; level of theory: the ωB97M-V functional and the def2-TZVPD basis.

Element x y z (Å)
H1 0.61 -0.76 1.73
C1 2.82 0.56 0.00
H2 0.88 1.68 0.47
H3 -0.50 1.16 -1.37
N1 -0.79 -0.06 0.35
N2 -2.96 -0.37 0.22
H4 3.41 1.44 -0.16
C2 -2.55 0.45 -0.83
C3 1.52 0.76 0.34
C4 -1.21 0.61 -0.75
S1 1.02 -2.05 -0.21
C5 -1.89 -0.64 0.91
H5 3.34 -0.44 -0.02
H6 -1.80 -1.24 1.81
H7 -3.18 0.90 -1.61
H8 0.76 -1.58 -1.46
C6 0.53 -0.41 0.57

Calculated values
energy above the lowest of the compared OMol25 structures with the same formula, charge and spin: 1.5559 eV
HOMO-LUMO gap: 0.35607 hartree
total energy: -20165.4853 eV
SMILES: C=C[C@H](S)n1ccnc1

[2]
One molecule with the formula C11H13FN2O in a non-equilibrium geometry. Source: the OMol25 dataset; level of theory: the ωB97M-V functional and the def2-TZVPD basis.

Element x y z (Å)
C1 0.69 -1.32 1.39
H1 2.91 0.40 1.21
H2 -2.00 -0.72 1.43
H3 3.48 -1.25 2.54
C2 -2.12 0.29 0.87
H4 -1.86 1.23 1.27
H5 2.72 -0.01 -0.50
C3 0.00 1.02 -2.76
H6 -1.93 1.08 -3.83
C4 -1.34 1.18 -2.87
N1 0.68 0.71 -1.56
F1 -1.65 -1.21 -1.06
O1 3.03 -2.03 2.14
H7 -2.30 2.15 -1.39
H8 -3.18 0.22 0.76
C5 2.32 -0.22 0.56
H9 -0.06 -2.03 0.97
C6 2.20 -1.65 1.08
H10 0.68 1.01 -3.59
N2 0.38 1.69 2.71
C7 -1.52 0.15 -0.57
H11 -3.07 0.67 -1.93
H12 0.64 -1.36 2.46
H13 2.18 -2.51 0.38
C8 -2.16 1.11 -1.63
C9 0.78 0.03 0.68
C10 0.53 1.03 1.80
C11 -0.01 0.32 -0.58

Calculated values
energy above the lowest of the compared OMol25 structures with the same formula, charge and spin: 0.0000 eV
HOMO-LUMO gap: 0.34835 hartree
total energy: -19359.8906 eV
SMILES: C[C@@]1(F)CC=CN=C1[C@]1(C#N)C[C@@H](O)C1

[3]
A 2-piece molecular cluster, CH5N3O2 overall in a non-equilibrium geometry. Source: the OMol25 dataset; level of theory: the ωB97M-V functional and the def2-TZVPD basis.

Element x y z (Å)
N1 -2.32 -0.74 0.24
H1 0.71 2.01 0.74
N2 -1.69 -1.67 0.78
H2 1.21 -1.23 -1.29
O1 1.16 -0.26 -1.38
H3 -1.83 0.16 0.22
H4 -0.74 -1.41 1.13
H5 0.94 2.02 -0.99
C1 0.94 0.18 -0.14
N3 0.78 1.51 -0.13
O2 0.84 -0.56 0.82

Calculated values
energy above the lowest of the compared OMol25 structures with the same formula, charge and spin: 0.0000 eV
HOMO-LUMO gap: 0.33991 hartree
total energy: -9682.4703 eV
SMILES: [H]/N=N\[H].NC(=O)O